Run i
Formula: H32O16
Source: OMol25
Level of theory: ωB97M-V/def2-TZVPD

The calculation puts the HOMO energy at -11.0 eV. As for the orbital gap: 10.88 eV.

Last column: Löwdin charge in e.
Geometry (Å):
O 0.18648 -1.20753 0.68073  -0.078
H -0.35986 -0.46779 0.40688  0.034
H 0.84119 -0.86082 1.33978  -0.008
O -0.34254 -0.40529 3.87270  -0.028
H -1.14589 0.03844 3.61647  0.043
H -0.52286 -0.67285 4.77968  0.048
O -0.78729 3.90642 -1.23762  -0.036
H -0.49684 4.82165 -1.19318  0.059
H -1.58836 3.86903 -1.74238  0.020
O -3.86739 2.16757 -1.95165  -0.048
H -3.65354 1.27820 -2.23458  0.022
H -4.20113 2.63751 -2.72009  0.039
O -3.67293 -2.49428 3.34861  -0.061
H -3.98221 -2.51268 4.25549  0.034
H -3.72151 -3.39566 3.03419  0.032
O -0.21280 -1.73862 -5.61315  -0.044
H -0.49658 -2.51837 -5.13860  0.040
H -1.03622 -1.31765 -5.86746  0.037
O 2.06808 -0.68085 2.42825  -0.050
H 1.72316 -1.00751 3.27309  0.022
H 2.89143 -1.06229 2.17566  0.057
O 1.89106 -3.63295 1.52245  -0.056
H 1.67296 -2.83753 2.02493  -0.017
H 1.45481 -3.44168 0.68430  0.039
O -2.81058 4.72737 1.05629  -0.060
H -2.67204 3.86048 1.46067  0.033
H -2.31745 4.56200 0.24049  -0.009
O 0.94823 2.71141 1.04651  -0.057
H -0.00870 2.77565 1.08578  0.015
H 1.16301 2.49758 0.13204  -0.006
O -2.62495 -2.34252 1.00287  -0.069
H -2.05060 -1.85764 0.40041  0.010
H -1.95462 -2.67870 1.60656  0.023
O 5.37607 0.59102 -2.11320  -0.051
H 4.50156 0.96272 -1.96479  0.007
H 5.37775 0.22750 -2.99968  0.030
O -1.38656 0.15722 -3.54180  -0.068
H -1.07235 0.70903 -2.82590  0.013
H -0.62336 0.01738 -4.11957  -0.006
O 2.16529 -2.71630 4.30033  -0.033
H 2.37726 -3.44213 3.71163  0.036
H 1.46905 -2.92739 4.92410  0.059
O 1.64463 0.68268 -3.94799  -0.049
H 2.19553 -0.09923 -4.02809  0.042
H 1.95022 1.19388 -3.19148  0.009
O 1.98322 0.87364 -1.00016  -0.048
H 2.43415 0.83169 -0.14851  0.052
H 1.29403 0.21820 -0.83099  0.031

=====

Run ii
Formula: H32O16
Source: OMol25
Level of theory: ωB97M-V/def2-TZVPD

The calculation puts the HOMO energy at -9.5 eV. As for the orbital gap: 8.79 eV.

Last column: Löwdin charge in e.
Geometry (Å):
O 1.70981 -1.37521 -2.27067  -0.031
H 2.08181 -2.28621 -2.31267  0.115
H 1.81081 -1.04621 -3.17667  0.108
O 3.49681 -0.68121 -0.54867  -0.099
H 2.77881 -0.97121 -1.15467  -0.037
H 3.28581 0.11579 -0.01067  0.020
O 2.24681 2.05879 -0.29567  -0.057
H 2.27281 1.95179 -1.24367  0.051
H 1.51181 1.47279 -0.06667  -0.008
O -0.47819 0.25179 2.92433  -0.007
H -0.90319 -0.58921 2.86633  -0.015
H -0.19319 0.35579 2.06133  -0.056
O 0.02981 -3.89521 -0.63767  -0.024
H -0.13919 -4.72321 -0.23967  0.035
H 0.43681 -3.40021 0.07733  -0.011
O -1.08219 1.19679 -2.46267  -0.053
H -1.80719 1.51079 -3.02667  0.067
H -1.19419 0.26579 -2.28367  -0.022
O 1.27081 -2.09321 1.14133  -0.036
H 1.06781 -2.33321 2.01233  0.050
H 2.06381 -2.66821 0.95633  0.117
O 0.16381 0.34179 0.09033  -0.059
H -0.75719 0.58279 -0.07567  0.005
H 0.19281 -0.62321 0.18233  0.018
O -3.52319 -0.63821 -1.57167  -0.052
H -3.55319 -0.17521 -2.44367  0.074
H -2.69219 -1.10021 -1.52067  -0.016
O 1.03081 3.01879 1.94033  -0.066
H 1.41081 2.86579 1.07533  -0.034
H 1.76781 2.80279 2.56633  0.062
O -2.30819 1.32679 0.21833  -0.041
H -2.80419 0.83479 -0.47367  0.040
H -2.64119 2.19579 0.13933  0.050
O -0.90519 -1.60021 -1.85967  -0.081
H -0.90219 -2.14421 -1.06467  0.019
H -0.02819 -1.57121 -2.30367  0.032
O -1.95319 -1.90321 1.55433  -0.022
H -2.78819 -1.79821 2.00933  0.063
H -1.94819 -2.84321 1.38133  0.040
O -2.07419 2.90979 2.58333  -0.045
H -2.27619 2.35879 3.33333  0.023
H -2.09419 2.33379 1.82633  -0.035
O -0.51819 3.95579 -1.84967  -0.050
H -0.34219 3.00679 -1.71667  0.001
H -0.13719 4.14879 -2.68767  0.011
O 3.05581 -0.25721 2.42933  -0.035
H 2.46981 -0.84421 1.97333  -0.040
H 3.88781 -0.30221 1.95533  0.031

=====

Which of them is least stable? Easy: run i.

=====

Run i
Formula: C6H16N2O
Source: OMol25
Level of theory: ωB97M-V/def2-TZVPD

The calculation puts the HOMO energy at -8.3 eV. The SMILES is COCC(C)(C)N(C)N. As for the orbital gap: 9.29 eV.

Last column: Löwdin charge in e.
Geometry (Å):
C -0.56081 0.36086 0.09840  -0.527
C -0.53592 -1.06389 -0.56702  -0.203
C 0.79782 -2.41641 0.96911  -0.061
C 0.68481 1.55567 -1.68321  -0.087
C -0.58059 0.26507 1.62173  -0.051
C -1.87159 1.01322 -0.36187  -0.050
N 0.57607 1.20982 -0.27617  -0.225
N 1.79200 0.68290 0.23723  0.033
O 0.60743 -1.84561 -0.38480  -0.195
H 2.46450 1.44243 0.28530  0.085
H 2.15924 -0.05907 -0.36321  0.081
H -1.42454 -1.61013 -0.20853  0.128
H -0.62555 -0.92458 -1.64763  0.117
H 1.30812 -1.76066 1.67863  0.074
H -0.15305 -2.81937 1.31729  0.085
H 1.50275 -3.22636 0.78512  0.082
H 0.87209 0.68484 -2.33050  0.086
H -0.21647 2.06122 -2.01775  0.073
H 1.52040 2.24977 -1.79382  0.082
H -1.08168 1.14069 2.05802  0.088
H 0.41563 0.22351 2.04919  0.057
H -1.04891 -0.68039 1.92633  0.079
H -2.70682 0.55233 0.16095  0.086
H -2.03690 0.89082 -1.42942  0.074
H -1.85801 2.07332 -0.12338  0.090

=====

Run ii
Formula: C6H16N2O
Source: OMol25
Level of theory: ωB97M-V/def2-TZVPD

The calculation puts the HOMO energy (alpha / beta) at -6.3 / -6.3 eV. As for the orbital gap (alpha / beta): 7.13 / 7.13 eV.

Last column: Löwdin charge in e.
Geometry (Å):
C 1.39560 -0.40517 0.82962  -0.080
C -1.40296 0.53247 1.43133  -0.073
C -1.10701 -1.52080 0.18985  -0.074
C 2.15991 0.83589 1.18892  -0.142
N -0.61785 -0.15915 0.41738  -0.286
H 1.93376 -1.16094 0.27767  0.070
H 0.99110 -0.88876 1.72268  0.073
H -0.97825 1.51816 1.62015  0.083
H -1.39452 -0.04302 2.35876  0.089
H -2.44947 0.65663 1.11992  0.087
H -0.99542 -2.09290 1.11251  0.089
H -0.51809 -1.98492 -0.59714  0.083
H -2.16335 -1.52234 -0.10336  0.085
H 2.84338 1.11346 0.38885  0.070
H 2.71407 0.68807 2.12642  0.072
H 1.49150 1.68479 1.35388  0.064
N -1.47572 0.57177 -1.80902  0.067
C 0.94953 0.20293 -1.37810  -0.209
C -0.38621 0.64279 -0.85427  -0.399
O 0.86860 -0.99257 -2.17378  -0.107
H 0.82883 -0.76068 -3.11003  0.078
H -2.39149 0.72594 -1.39994  0.066
H -1.46932 -0.32301 -2.28364  0.065
H 1.45750 1.00666 -1.91632  0.096
H -0.28412 1.67472 -0.51233  0.134

=====

Run iii
Formula: C6H16N2O
Source: OMol25
Level of theory: ωB97M-V/def2-TZVPD

The calculation puts the HOMO energy (alpha / beta) at -7.9 / -7.9 eV. As for the orbital gap (alpha / beta): 8.30 / 8.30 eV.

Last column: Löwdin charge in e.
Geometry (Å):
C 1.45870 -0.06112 -0.49725  -0.395
C 1.28464 1.09913 -1.43326  -0.063
C 0.70647 -1.25836 -0.80841  -0.072
C 0.46984 0.85295 1.40884  -0.053
C 2.79280 -0.20496 0.16124  -0.080
H 2.79832 -1.01072 0.89524  0.086
H 1.81825 0.89124 -2.36965  0.095
H 0.23288 1.24761 -1.67884  0.080
H 1.69621 2.02135 -1.02270  0.082
H 1.08412 -2.17068 -0.35078  0.095
H -0.35511 -1.09395 -0.38574  0.060
H 0.50898 -1.38707 -1.87421  0.105
H -0.35217 1.35522 1.92327  0.042
H 0.91494 0.10652 2.06263  0.040
H 1.16692 1.66511 1.22129  0.022
H 3.10932 0.71834 0.64993  0.080
H 3.54309 -0.44504 -0.60269  0.099
N -3.94813 -0.67634 0.59410  -0.042
C -1.75842 -0.20947 0.20783  -0.405
O -2.16409 0.47001 -0.89199  -0.006
N -2.54491 -0.78662 1.02762  -0.037
H -3.14425 0.36705 -0.89148  0.083
H -4.33669 -1.61087 0.67690  0.066
H -4.42450 -0.11751 1.29737  0.070
H -0.55717 0.23815 0.68073  0.048

=====

Which of them is least stable? Easy: run iii.

=====

Run i
Formula: C3H7I2P3
Source: OMol25
Level of theory: ωB97M-V/def2-TZVPD

The calculation puts the HOMO energy (alpha / beta) at -8.3 / -8.4 eV. As for the orbital gap (alpha / beta): 7.02 / 6.82 eV.

Last column: Löwdin charge in e.
Geometry (Å):
C -0.63988 0.84979 -1.71028  -0.228
C -1.91567 0.02603 1.79296  -0.396
C -0.20186 0.05343 -0.51522  -0.565
P 2.43830 0.64135 -0.82794  0.318
P 3.15353 -1.20110 -0.47139  -0.184
P -0.14931 0.38924 1.29923  0.333
I 5.66554 -1.06271 -0.67944  0.094
I 0.86840 -1.46388 2.37127  0.401
H -0.62955 1.85461 -1.43355  0.032
H 0.20056 0.82274 -2.49123  0.062
H -1.60805 0.58429 -2.16836  0.084
H -1.93703 -0.90899 2.41642  -0.002
H -2.37009 -0.27391 0.90362  -0.010
H -2.58742 0.66224 2.34467  0.027
H -0.28746 -0.97312 -0.83075  0.034

=====

Run ii
Formula: C3H7I2P3
Source: OMol25
Level of theory: ωB97M-V/def2-TZVPD

The calculation puts the HOMO energy (alpha / beta) at -7.5 / -7.5 eV. As for the orbital gap (alpha / beta): 6.67 / 6.66 eV.

Last column: Löwdin charge in e.
Geometry (Å):
C -1.82999 -0.43493 1.69939  -0.205
C -1.53197 -0.03638 -1.25425  -0.331
C 1.11841 0.79555 -0.65180  -0.783
P 2.57882 0.41672 0.28852  0.245
P 4.04730 1.05373 -0.97817  -0.071
P -0.36609 -0.05145 0.15958  0.426
I 5.97719 0.27876 0.29512  0.108
I 0.47091 -2.32128 0.17578  0.497
H -2.38293 -1.28772 1.33322  0.000
H -1.29283 -0.64670 2.61450  0.007
H -2.43617 0.45774 1.78495  0.012
H -1.80694 0.99398 -1.47627  0.046
H -2.43252 -0.60510 -1.03180  0.034
H -1.02835 -0.46097 -2.12388  0.039
H 0.91516 1.84807 -0.83490  -0.024

=====

Which of them is least stable? Easy: run i.

=====

Run i
Formula: C4H12O
Source: OMol25
Level of theory: ωB97M-V/def2-TZVPD

The calculation puts the HOMO energy at -10.3 eV. The SMILES is CCC.CO. As for the orbital gap: 11.16 eV.

Last column: Löwdin charge in e.
Geometry (Å):
C -1.00709 -1.99918 2.09852  -0.140
O -0.89506 -3.39941 1.80187  -0.149
H -1.08696 -3.63947 0.88959  0.071
H -0.57220 -1.78444 3.07000  0.078
H -0.37812 -1.44795 1.35137  0.068
H -2.06228 -1.79826 1.91771  0.076
C 0.45716 0.68849 -0.80439  -0.330
C 0.95522 1.15569 -2.24963  -0.105
C 0.18233 1.90713 0.06936  -0.144
H -0.50008 0.08527 -0.85766  0.097
H 1.17997 -0.05624 -0.46078  0.087
H 0.69158 0.38571 -2.96575  0.056
H 2.04206 1.19987 -2.24262  0.064
H -0.04861 1.54668 1.08906  0.064
H 1.16930 2.45402 -0.00336  0.086
H 0.45451 2.06797 -2.46683  0.048
H -0.58174 2.63411 -0.23644  0.071

=====

Run ii
Formula: C4H12O
Source: OMol25
Level of theory: ωB97M-V/def2-TZVPD

The calculation puts the HOMO energy at -10.2 eV. The SMILES is CCO.CC. As for the orbital gap: 11.13 eV.

Last column: Löwdin charge in e.
Geometry (Å):
C -1.36044 2.73757 -0.27404  -0.182
C -0.25362 1.69088 -0.48949  -0.189
H -2.02582 2.91929 -1.24857  0.099
H -2.12083 2.42078 0.48766  0.050
H -1.02715 3.67643 0.27383  0.071
H 0.66488 1.85724 0.15788  0.087
H 0.19407 1.88945 -1.37013  0.001
H -0.41135 0.59175 -0.44925  0.054
C 1.15008 -1.75354 0.71168  -0.314
C 0.57187 -2.44415 -0.48995  -0.083
O 0.20438 -0.80389 1.25756  -0.152
H 1.48508 -2.32215 1.58242  0.099
H 2.09886 -1.15188 0.61907  0.127
H 0.71350 -1.92158 -1.38691  0.051
H -0.63872 -1.26604 1.54740  0.114
H -0.45328 -2.74403 -0.34783  0.072
H 1.20849 -3.37612 -0.58134  0.096

=====

Which of them is least stable? Easy: run ii.